An isolated molecule of C21H21FN6S, computed with ωB97M-V/def2-TZVPD.

Last column: Mulliken charge in e.
CARTESIAN COORDINATES (ANGSTROEM)
C: -4.145 -4.343 -1.074  -1.048
C: -2.638 -4.672 -1.121  -0.500
N: -2.000 -4.091 -2.338  0.864
N: -2.298 -4.541 -3.608  -1.130
C: -1.586 -3.808 -4.401  0.036
C: -0.734 -2.991 -3.707  1.019
C: -0.933 -3.157 -2.379  -1.026
N: -0.237 -2.482 -1.428  -0.241
C: -0.809 -1.498 -0.685  0.605
N: 0.153 -0.747 -0.194  -0.474
C: -0.468 0.232 0.578  0.111
C: 0.326 1.249 1.351  0.832
C: -0.298 2.267 2.042  -1.187
C: 0.489 3.172 2.769  -0.304
C: 1.882 3.063 2.869  0.292
N: 2.613 3.994 3.654  0.061
C: 3.880 4.536 3.446  -0.014
N: 4.104 5.561 4.242  -0.655
C: 2.971 5.723 5.032  0.209
C: 2.844 6.738 6.159  -1.148
C: 2.079 4.754 4.685  -0.292
C: 2.498 1.982 2.198  0.564
F: 3.792 1.722 2.342  -0.314
C: 1.749 1.087 1.468  -0.727
C: -1.841 0.130 0.710  -0.731
S: -2.495 -1.206 -0.194  -0.098
C: 0.087 -2.122 -4.582  -0.387
C: -0.206 -2.732 -5.962  -0.611
C: -1.463 -3.634 -5.870  -0.409
H: -4.368 -3.275 -0.950  0.246
H: -4.692 -4.676 -1.991  0.319
H: -4.583 -4.882 -0.259  0.371
H: -2.539 -5.781 -1.192  0.315
H: -2.076 -4.249 -0.248  0.348
H: 0.740 -2.253 -1.656  0.366
H: -1.332 2.460 1.930  0.358
H: -0.019 3.978 3.275  0.426
H: 4.621 4.135 2.737  0.358
H: 3.035 7.729 5.845  0.326
H: 3.587 6.480 6.934  0.256
H: 1.842 6.710 6.597  0.303
H: 1.159 4.559 5.228  0.362
H: 2.286 0.307 0.931  0.450
H: -2.479 0.758 1.320  0.279
H: 1.155 -2.238 -4.256  0.298
H: -0.137 -1.057 -4.539  0.243
H: 0.668 -3.287 -6.354  0.308
H: -0.479 -1.945 -6.654  0.273
H: -1.372 -4.594 -6.431  0.269
H: -2.330 -3.063 -6.268  0.232

For the largest force on an atom, the calculation gives 3.7 eV/A. As for the SMILES: CCn1nc2c(c1Nc1nc(-c3ccc(-n4cnc(C)c4)c(F)c3)cs1)CCC2. For the HOMO-LUMO gap, the calculation gives 8.2 eV. As for the highest occupied orbital energy: -7.97 eV. The calculation puts the energy above the lowest of the compared OMol25 structures with the same formula, charge and spin at 0.00 kcal/mol. For the LUMO energy, the calculation gives 0.271 eV. The electronic energy comes out at -44609.7343 eV.

A cluster of 5 separate species, C22H48NO9P in total, computed with ωB97M-V/def2-TZVPD.

Last column: Mulliken charge in e.
CARTESIAN COORDINATES (ANGSTROEM)
C: 2.133 -0.326 4.415  -0.775
O: 2.215 -0.347 2.997  -0.226
C: 3.022 -1.397 2.470  0.428
C: 2.085 -2.398 1.772  -0.924
O: 2.449 -3.741 1.937  -0.365
C: 3.575 -4.160 1.155  -0.151
C: 4.523 -5.064 1.912  -0.606
C: 4.845 -4.659 3.342  -0.327
N: 3.760 -4.827 4.325  -0.639
P: 4.232 -0.566 1.386  0.547
O: 5.475 -1.303 1.183  -0.574
O: 3.566 -0.082 0.023  -0.565
O: 4.562 0.783 2.133  -0.529
H: 2.182 -1.317 4.851  0.301
H: 1.175 0.101 4.674  0.243
H: 2.895 0.330 4.820  0.312
H: 3.593 -1.879 3.251  0.399
H: 1.127 -2.280 2.256  0.365
H: 1.912 -2.163 0.719  0.227
H: 3.176 -4.734 0.319  0.356
H: 4.101 -3.330 0.710  0.136
H: 5.461 -5.039 1.373  0.260
H: 4.196 -6.095 1.903  0.358
H: 5.659 -5.297 3.662  0.214
H: 5.251 -3.656 3.372  0.099
H: 3.250 -3.955 4.381  0.264
H: 3.077 -5.481 3.962  0.330
H: 2.888 -0.699 -0.294  0.371
H: 5.520 0.920 2.028  0.345
C: 9.188 -2.675 1.882  -0.616
C: 9.943 -3.802 2.583  -0.587
C: 8.804 -4.723 3.003  -0.491
O: 7.777 -4.569 2.022  -0.305
C: 8.066 -3.435 1.191  0.178
H: 9.799 -2.102 1.187  0.397
H: 8.774 -1.986 2.622  0.235
H: 10.596 -4.313 1.871  0.259
H: 10.549 -3.471 3.424  0.350
H: 8.398 -4.431 3.979  0.268
H: 9.102 -5.771 3.053  0.300
H: 8.383 -3.801 0.208  0.245
H: 7.164 -2.839 1.070  -0.129
C: 0.090 3.227 -0.225  -0.737
C: 0.959 2.163 0.439  -0.279
C: -0.084 1.167 0.925  0.050
O: -1.169 1.233 -0.006  -0.430
C: -1.007 2.375 -0.850  -0.125
H: 0.620 3.837 -0.955  0.376
H: -0.333 3.891 0.531  0.313
H: 1.611 1.693 -0.299  0.115
H: 1.583 2.550 1.242  0.377
H: -0.463 1.438 1.916  0.153
H: 0.293 0.145 0.971  -0.069
H: -0.717 2.025 -1.848  0.218
H: -1.958 2.904 -0.933  0.043
C: -6.438 2.571 -2.679  -0.635
C: -4.976 2.495 -2.247  -0.545
C: -4.273 3.145 -3.429  -0.390
O: -5.181 4.109 -3.966  -0.432
C: -6.477 3.914 -3.395  -0.172
H: -7.145 2.512 -1.853  0.382
H: -6.664 1.764 -3.380  0.316
H: -4.821 3.090 -1.345  0.273
H: -4.626 1.483 -2.051  0.400
H: -4.049 2.411 -4.211  0.262
H: -3.344 3.644 -3.147  0.225
H: -6.669 4.733 -2.693  0.216
H: -7.227 3.953 -4.185  0.101
C: -11.884 4.714 -5.200  -0.540
C: -10.433 4.282 -5.391  -0.504
C: -10.136 3.604 -4.061  -0.067
O: -11.369 3.045 -3.605  -0.430
C: -12.448 3.551 -4.395  -0.488
H: -12.420 4.881 -6.132  0.349
H: -11.926 5.633 -4.612  0.258
H: -10.363 3.558 -6.206  0.305
H: -9.754 5.104 -5.608  0.336
H: -9.790 4.329 -3.314  0.157
H: -9.390 2.813 -4.147  0.092
H: -12.803 2.749 -5.052  0.274
H: -13.267 3.845 -3.738  0.275

For the largest force on an atom, the calculation gives 1.4 eV/A. As for the SMILES: CO[C@@H](COCCCN)P(=O)(O)O.C1CCOC1.C1CCOC1.C1CCOC1.C1CCOC1. For the HOMO-LUMO gap, the calculation gives 9.3 eV. As for the highest occupied orbital energy: -8.84 eV. The calculation puts the energy above the lowest of the compared OMol25 structures with the same formula, charge and spin at 0.00 kcal/mol. For the LUMO energy, the calculation gives 0.429 eV. The electronic energy comes out at -52798.3256 eV.

A structure of composition C9H15BF4I2InN, computed with ωB97M-V/def2-TZVPD.

Last column: Mulliken charge in e.
CARTESIAN COORDINATES (ANGSTROEM)
C: 3.563 -0.459 0.422  -0.492
C: 3.403 1.125 0.814  -0.540
C: 2.247 1.937 -0.016  -0.721
C: 0.701 1.493 0.366  -0.496
N: 0.430 0.116 -0.198  -0.074
B: -0.974 -0.037 -0.749  0.001
C: -2.185 0.284 0.319  -0.199
I: -1.889 0.016 2.515  0.317
C: -3.542 0.741 -0.177  0.136
C: -4.825 1.063 0.823  -0.977
I: -3.986 1.053 -2.343  0.364
C: -1.141 -1.656 -1.154  0.858
F: -2.465 -2.207 -0.759  -0.299
F: -0.933 -1.866 -2.606  -0.310
C: 0.010 -2.588 -0.389  0.639
F: -0.313 -4.005 -0.805  -0.302
F: -0.100 -2.572 1.088  -0.179
H: 4.466 -1.010 0.921  0.277
H: 2.585 -1.013 0.825  0.000
H: 3.515 -0.581 -0.757  0.176
H: 3.312 1.192 1.981  0.303
H: 4.439 1.642 0.537  0.333
H: 2.335 3.081 0.309  0.347
H: 2.355 1.909 -1.182  0.318
H: 0.655 1.479 1.554  0.196
H: -0.028 2.332 -0.028  0.233
H: 1.109 0.034 -1.015  0.317
H: -1.019 0.576 -1.753  -0.030
H: -4.797 2.229 1.014  0.348
H: -4.844 0.415 1.797  0.379
H: -5.841 0.812 0.248  0.367
H: 1.097 -2.378 -0.772  -0.001
In: 2.659 -3.159 -0.832  0.713

For the largest force on an atom, the calculation gives 4.7 eV/A. For the HOMO-LUMO gap, the calculation gives 4.4 eV. As for the highest occupied orbital energy: -15.58 eV. The calculation puts the energy above the lowest of the compared OMol25 structures with the same formula, charge and spin at 140.03 kcal/mol. For the LUMO energy, the calculation gives -11.164 eV. The charge is +2. The electronic energy comes out at -43961.3674 eV.

A cluster of 7 separate species, C29H75N10O10P2 in total, computed with ωB97M-V/def2-TZVPD.

Last column: Mulliken charge in e.
CARTESIAN COORDINATES (ANGSTROEM)
N: -2.544 1.907 -7.435  -0.532
C: -1.750 2.257 -6.425  -0.413
C: -2.337 2.043 -4.952  -0.211
N: -1.462 1.249 -4.035  0.350
C: -0.592 0.111 -4.261  0.220
P: -0.282 -0.760 -5.908  0.350
O: 1.003 -0.219 -6.603  -0.579
C: 0.098 -0.416 -2.964  -0.509
N: -0.468 0.534 -2.013  0.029
O: -0.097 0.370 -0.725  0.065
N: 0.269 1.582 -0.154  0.106
O: -0.241 1.621 0.924  -0.092
C: -1.382 1.511 -2.601  0.110
P: -2.359 2.878 -1.678  0.373
O: -1.629 4.221 -1.849  -0.564
H: -3.439 1.528 -7.048  0.325
H: -0.712 2.663 -6.684  0.399
H: -2.426 3.099 -4.481  0.262
H: -3.396 1.604 -4.925  0.257
H: -1.463 -0.569 -6.705  0.143
H: -0.085 -2.154 -5.631  0.135
H: 0.802 -1.296 -2.815  0.440
H: -3.661 2.962 -2.293  0.173
H: -2.424 2.615 -0.262  0.100
C: 0.097 -1.512 2.624  -1.341
C: 1.064 -2.543 3.206  0.273
C: 2.545 -2.132 3.090  -0.512
O: 3.094 -2.276 1.785  -0.402
C: 2.788 -1.213 0.906  -0.654
N: 0.813 -3.843 2.571  -0.547
H: 0.067 -1.531 1.532  0.132
H: -0.920 -1.709 2.972  0.420
H: 0.366 -0.499 2.941  0.235
H: 0.832 -2.634 4.273  0.406
H: 3.131 -2.798 3.731  0.113
H: 2.709 -1.115 3.470  0.435
H: 2.735 -0.250 1.424  0.336
H: 1.849 -1.419 0.383  0.085
H: 3.577 -1.157 0.152  0.397
H: 1.388 -4.548 3.030  0.314
H: 1.197 -3.797 1.626  0.292
C: 1.083 6.148 -5.806  -1.448
C: 2.049 5.121 -5.220  0.341
C: 3.530 5.540 -5.319  -0.711
O: 4.093 5.403 -6.619  -0.381
C: 3.798 6.472 -7.505  -0.634
N: 1.812 3.822 -5.865  -0.491
H: 1.064 6.134 -6.897  0.312
H: 0.063 5.943 -5.468  0.281
H: 1.342 7.160 -5.481  0.374
H: 1.808 5.024 -4.156  0.326
H: 4.112 4.871 -4.676  0.344
H: 3.687 6.554 -4.933  0.424
H: 3.741 7.434 -6.987  0.300
H: 2.867 6.270 -8.039  0.221
H: 4.596 6.525 -8.247  0.260
H: 2.387 3.118 -5.403  0.242
H: 2.205 3.875 -6.806  0.271
C: -2.235 -0.275 8.004  -1.349
C: -3.396 -0.887 7.224  0.268
C: -3.065 -1.169 5.743  -0.416
O: -3.051 -0.011 4.913  -0.437
C: -1.851 0.741 4.972  -0.538
N: -4.570 -0.016 7.358  -0.723
H: -2.092 0.784 7.784  0.269
H: -2.418 -0.355 9.078  0.349
H: -1.298 -0.799 7.788  0.326
H: -3.628 -1.849 7.694  0.428
H: -3.855 -1.810 5.338  0.347
H: -2.128 -1.730 5.641  0.196
H: -0.971 0.106 5.110  0.229
H: -1.914 1.485 5.769  0.287
H: -1.743 1.282 4.029  0.190
H: -5.369 -0.475 6.923  0.270
H: -4.410 0.801 6.769  0.310
C: 1.347 -8.950 1.421  -1.416
C: 0.248 -8.272 2.236  0.154
C: -1.173 -8.536 1.697  -0.672
O: -1.508 -7.791 0.530  -0.386
C: -1.015 -8.340 -0.681  -0.641
N: 0.534 -6.833 2.318  -0.512
H: 1.555 -8.433 0.482  0.277
H: 2.282 -8.966 1.988  0.345
H: 1.082 -9.986 1.189  0.358
H: 0.296 -8.688 3.248  0.397
H: -1.888 -8.218 2.463  0.339
H: -1.349 -9.607 1.536  0.429
H: -1.004 -9.433 -0.664  0.299
H: -0.015 -7.952 -0.889  0.222
H: -1.669 -8.011 -1.491  0.257
H: -0.143 -6.400 2.944  0.273
H: 0.314 -6.429 1.407  0.279
C: 5.940 -3.933 4.122  -1.340
C: 7.379 -3.638 4.540  0.395
C: 7.633 -2.153 4.875  -0.707
O: 7.734 -1.303 3.736  -0.442
C: 6.490 -0.902 3.188  -0.651
N: 8.287 -4.116 3.489  -0.740
H: 5.724 -3.616 3.100  0.190
H: 5.747 -5.009 4.168  0.429
H: 5.229 -3.440 4.792  0.287
H: 7.575 -4.216 5.449  0.406
H: 8.602 -2.083 5.380  0.357
H: 6.888 -1.767 5.581  0.374
H: 5.724 -0.765 3.957  0.287
H: 6.158 -1.629 2.443  0.215
H: 6.638 0.050 2.672  0.356
H: 9.247 -4.009 3.813  0.286
H: 8.220 -3.460 2.710  0.308
C: -7.543 4.721 -2.397  -1.556
C: -6.107 5.022 -1.974  0.449
C: -5.862 6.505 -1.630  -0.697
O: -5.761 7.360 -2.763  -0.396
C: -7.007 7.759 -3.314  -0.645
N: -5.192 4.555 -3.026  -0.600
H: -7.758 5.042 -3.418  0.300
H: -7.731 3.644 -2.358  0.385
H: -8.259 5.206 -1.728  0.361
H: -5.912 4.440 -1.066  0.319
H: -4.895 6.577 -1.122  0.316
H: -6.611 6.883 -0.925  0.473
H: -7.775 7.889 -2.547  0.301
H: -7.335 7.036 -4.064  0.225
H: -6.861 8.714 -3.823  0.264
H: -4.234 4.667 -2.696  0.231
H: -5.260 5.216 -3.800  0.300

For the largest force on an atom, the calculation gives 7.1 eV/A. For the HOMO-LUMO gap, the calculation gives 5.4 eV. As for the highest occupied orbital energy: -10.44 eV. For the LUMO energy, the calculation gives -5.035 eV. The charge is +1. The electronic energy comes out at -85223.5716 eV.

The ion C7H10Cl2N3S with charge +1, computed with ωB97M-V/def2-TZVPD.

Last column: Mulliken charge in e.
CARTESIAN COORDINATES (ANGSTROEM)
C: -0.609 0.103 -0.533  0.171
C: -0.426 -1.267 -0.220  0.308
C: -2.651 -0.063 0.293  0.419
C: 0.867 -1.965 -0.244  -1.294
C: 0.619 0.807 -0.659  -0.848
C: 2.056 -1.360 0.523  0.322
C: 2.009 0.128 0.782  -0.413
N: -1.747 0.737 -0.047  -0.563
N: -3.902 0.264 0.658  -0.451
N: 0.369 2.280 -0.576  -0.111
S: -2.046 -1.853 0.261  -0.170
Cl: 3.565 -1.814 -0.433  -0.142
Cl: 3.428 1.153 0.500  -0.098
H: 0.773 -2.963 0.022  0.638
H: 1.148 -2.148 -1.303  0.429
H: 1.369 0.573 -1.585  0.323
H: 2.079 -1.738 1.565  0.380
H: 1.444 0.492 1.667  0.429
H: -4.164 1.184 0.496  0.243
H: -4.786 -0.346 0.553  0.280
H: -0.409 2.254 0.121  0.414
H: -0.109 2.597 -1.445  0.395
H: 1.123 2.947 -0.397  0.338

For the largest force on an atom, the calculation gives 5.7 eV/A. For the HOMO-LUMO gap, the calculation gives 8.2 eV. As for the highest occupied orbital energy: -11.55 eV. The calculation puts the energy above the lowest of the compared OMol25 structures with the same formula, charge and spin at 15.48 kcal/mol. For the LUMO energy, the calculation gives -3.344 eV. The charge is +1. The electronic energy comes out at -47762.7444 eV.